Formula: C37H96CaF3N15O12P3S
Source: OMol25
Level of theory: wB97M-V/def2-TZVPD

Last column: Löwdin charge in e.
CARTESIAN COORDINATES (ANGSTROEM)
Ca1 4.538 -3.234 1.221  1.58
C1 0.097 -1.308 1.632  -0.52
F1 0.458 -1.957 2.788  0.09
F2 -1.220 -1.528 1.405  0.11
F3 0.303 0.032 1.768  0.09
S1 1.219 -2.065 0.188  0.51
O1 1.197 -1.160 -0.932  -0.33
O2 2.562 -2.102 0.797  -0.47
O3 0.639 -3.365 -0.110  -0.30
C2 -5.051 -2.592 -1.612  -0.37
O4 -6.178 -2.313 -1.964  0.01
N1 -3.987 -1.929 -2.026  -0.16
C3 -2.598 -2.372 -1.661  -0.02
C4 -3.978 -0.818 -2.945  -0.04
H1 -4.780 -3.452 -0.980  0.13
H2 -2.648 -3.104 -0.855  0.08
H3 -2.074 -1.535 -1.198  0.06
H4 -1.953 -2.725 -2.465  0.06
H5 -3.636 0.103 -2.474  0.06
H6 -3.327 -1.086 -3.777  0.07
H7 -4.954 -0.743 -3.423  0.10
C5 2.255 -5.294 3.052  -0.26
O5 3.006 -4.462 2.505  -0.17
N2 1.472 -6.162 2.376  -0.15
C6 0.549 -7.150 3.017  -0.01
C7 1.648 -6.241 0.937  -0.03
H8 2.115 -5.406 4.139  0.15
H9 -0.409 -7.029 2.511  0.10
H10 0.447 -7.139 4.102  0.09
H11 0.931 -8.146 2.792  0.09
H12 0.678 -5.984 0.512  0.10
H13 2.488 -5.688 0.517  0.08
H14 1.835 -7.278 0.658  0.09
C8 1.073 2.358 -0.922  -0.38
O6 1.748 3.316 -1.138  0.02
N3 -0.226 2.506 -0.677  -0.14
C9 -0.824 3.819 -0.564  -0.04
C10 -1.058 1.263 -0.578  -0.04
H15 1.398 1.311 -1.020  0.13
H16 -0.598 4.517 0.242  0.08
H17 -1.892 3.650 -0.429  0.08
H18 -0.655 4.398 -1.472  0.10
H19 -1.812 1.299 -1.364  0.08
H20 -0.549 0.333 -0.831  0.05
H21 -1.576 1.172 0.376  0.05
C11 3.677 -2.935 -2.191  -0.25
O7 4.033 -3.429 -1.089  -0.18
N4 4.393 -3.012 -3.362  -0.14
C12 4.044 -2.213 -4.524  -0.03
C13 5.627 -3.880 -3.275  -0.01
H22 2.735 -2.366 -2.223  0.12
H23 4.244 -2.859 -5.379  0.08
H24 4.736 -1.386 -4.687  0.10
H25 3.029 -1.823 -4.443  0.08
H26 6.175 -3.837 -4.216  0.09
H27 6.342 -3.588 -2.506  0.08
H28 5.364 -4.913 -3.050  0.09
C14 3.704 -1.248 4.029  -0.29
O8 4.214 -1.548 2.959  -0.12
N5 4.390 -0.642 4.999  -0.15
C15 3.777 -0.507 6.299  -0.06
C16 5.895 -0.586 4.960  0.01
H29 2.624 -1.285 4.241  0.15
H30 4.208 -1.067 7.129  0.10
H31 2.713 -0.737 6.248  0.08
H32 3.719 0.554 6.539  0.07
H33 6.201 -1.130 5.853  0.09
H34 6.228 -1.096 4.056  0.07
H35 6.347 0.402 4.867  0.09
C17 4.903 -0.093 -0.414  -0.34
O9 5.116 -0.983 0.362  -0.10
N6 5.110 1.157 -0.097  -0.17
C18 4.643 2.194 -1.000  -0.03
C19 5.543 1.634 1.205  0.00
H36 4.647 -0.368 -1.449  0.15
H37 4.380 1.810 -1.985  0.10
H38 5.572 2.699 -1.265  0.10
H39 3.859 2.789 -0.531  0.08
H40 4.675 2.147 1.619  0.09
H41 5.900 0.868 1.893  0.08
H42 6.402 2.280 1.028  0.10
O10 -1.086 4.408 5.625  -0.28
P1 0.300 4.166 5.114  0.58
N7 1.188 5.637 4.930  -0.33
C20 1.774 6.316 6.060  -0.12
C21 0.684 6.527 3.894  -0.13
N8 0.282 3.447 3.564  -0.28
C22 1.454 3.320 2.584  -0.07
C23 -0.969 2.762 3.106  -0.10
N9 1.396 3.133 5.871  -0.29
C24 2.859 3.210 5.636  -0.12
C25 0.954 2.220 6.970  -0.08
H43 2.416 5.617 6.596  0.06
H44 1.075 6.728 6.788  0.08
H45 2.296 7.187 5.665  0.09
H46 0.068 5.989 3.173  0.07
H47 1.409 7.100 3.317  0.08
H48 0.000 7.231 4.367  0.09
H49 1.922 2.337 2.560  0.06
H50 1.097 3.557 1.582  0.05
H51 2.206 4.077 2.808  0.07
H52 -1.643 3.484 2.643  0.08
H53 -0.617 2.039 2.370  0.04
H54 -1.446 2.280 3.960  0.07
H55 3.442 3.057 6.544  0.08
H56 3.172 2.389 4.990  0.06
H57 3.092 4.143 5.122  0.06
H58 -0.100 1.961 7.072  0.08
H59 1.298 2.674 7.899  0.08
H60 1.496 1.279 6.873  0.05
O11 -5.849 3.069 2.898  -0.28
P2 -6.033 2.024 1.884  0.58
N10 -7.719 1.574 1.686  -0.29
C26 -8.718 2.618 1.679  -0.13
C27 -8.191 0.223 1.235  -0.11
N11 -5.251 0.621 2.306  -0.31
C28 -5.665 0.025 3.565  -0.12
C29 -3.750 0.605 2.164  -0.08
N12 -5.444 2.495 0.312  -0.29
C30 -5.348 1.543 -0.792  -0.12
C31 -5.357 3.882 -0.039  -0.14
H61 -8.603 3.179 2.607  0.07
H62 -9.735 2.230 1.630  0.08
H63 -8.548 3.330 0.872  0.07
H64 -8.603 0.211 0.226  0.08
H65 -8.783 -0.353 1.945  0.08
H66 -7.302 -0.392 1.094  0.05
H67 -6.749 0.076 3.666  0.08
H68 -5.305 -0.998 3.675  0.08
H69 -5.131 0.518 4.378  0.08
H70 -3.457 0.594 1.114  0.05
H71 -3.314 1.367 2.809  0.07
H72 -3.379 -0.370 2.479  0.07
H73 -6.329 1.321 -1.212  0.09
H74 -4.640 1.803 -1.579  0.07
H75 -4.982 0.616 -0.350  0.05
H76 -6.262 4.289 -0.490  0.08
H77 -4.472 4.139 -0.621  0.07
H78 -5.204 4.414 0.900  0.07
O12 1.891 -0.416 -6.549  -0.26
P3 0.739 -1.244 -6.746  0.61
N13 -0.018 -1.850 -5.280  -0.29
C32 -1.078 -2.805 -5.235  -0.15
C33 0.257 -1.181 -3.998  -0.11
N14 1.146 -2.700 -7.647  -0.28
C34 0.363 -3.306 -8.711  -0.13
C35 2.603 -3.043 -7.742  -0.10
N15 -0.470 -0.490 -7.651  -0.31
C36 -0.289 0.864 -8.149  -0.10
C37 -1.794 -0.960 -7.727  -0.15
H79 -1.123 -3.532 -6.045  0.08
H80 -2.067 -2.360 -5.117  0.07
H81 -0.873 -3.473 -4.398  0.08
H82 -0.629 -0.606 -3.731  0.08
H83 1.043 -0.448 -4.182  0.07
H84 0.479 -1.903 -3.212  0.06
H85 0.769 -4.297 -8.913  0.08
H86 -0.674 -3.337 -8.379  0.05
H87 0.326 -2.735 -9.639  0.08
H88 3.090 -2.675 -6.839  0.02
H89 2.726 -4.125 -7.797  0.08
H90 3.113 -2.643 -8.619  0.08
H91 0.506 0.828 -8.894  0.08
H92 -1.156 1.224 -8.702  0.08
H93 -0.028 1.619 -7.407  0.08
H94 -2.294 -0.501 -8.580  0.09
H95 -2.354 -0.510 -6.907  0.08
H96 -1.933 -2.037 -7.641  0.06

Computed properties:
Charge = +1
E_HOMO = -9.244 eV
Kohn-Sham gap = 6.13 eV
Lowest unoccupied orbital energy = -3.112 eV
Maximum force = 5.30 eV Å⁻¹